C3H2N2O2 | the ωB97M-V functional and the def2-TZVPD basis

Geometry as XYZ:
```
9
Properties=species:S:1:pos:R:3:forces:R:3:mulliken_charge:R:1
O 2.0371 -1.4035 0.0502 -0.19 0.25 0.10 -0.43
C 0.9849 -0.8446 0.0275 -0.59 -0.89 -0.35 0.57
N -0.3142 -1.4536 -0.0557 0.04 1.79 -0.12 -0.47
C -1.1270 -0.4333 -0.0625 -0.60 -1.00 0.62 -0.03
N -0.6038 0.8707 0.1155 -1.09 -0.40 -0.46 -0.12
C 0.7943 0.6841 0.0084 0.56 1.50 0.18 0.36
O 1.6701 1.5016 -0.0934 -0.93 -0.40 0.19 -0.49
H -2.2242 -0.6624 -0.1448 1.13 0.84 0.08 0.35
H -1.2171 1.7410 0.1548 1.67 -1.70 -0.26 0.26
```
Forces are in eV/Å.

Values from the calculation:
- LUMO (eV) = -0.974
- orbital gap (eV) = 9.116
- ΔE to the lowest compared entry with this formula, charge and spin (kcal/mol) = 6.1

---

C25H43Ge3N2Ni | the ωB97M-V functional and the def2-TZVPD basis

Geometry as XYZ:
```
74
Properties=species:S:1:pos:R:3:forces:R:3:mulliken_charge:R:1
Ni -0.1086 0.7229 0.0452 -0.43 0.56 -0.37 -0.28
C 4.6212 1.3331 -0.7822 0.03 0.01 -0.01 -1.27
C 3.1064 1.3412 -1.0098 -0.08 0.08 -0.05 -0.24
Ge 2.2116 -0.0044 0.1182 0.02 -0.28 0.26 0.08
C 2.3942 -1.8409 -0.5482 -0.02 -0.06 -0.03 -0.40
C 3.8106 -2.3978 -0.3777 0.02 -0.01 0.00 -1.23
C 2.7519 0.1368 1.9656 0.40 -0.11 -0.10 -0.30
C 1.8403 0.1367 2.9377 -0.09 -0.02 0.37 0.33
Ge -0.0272 -0.0699 2.3221 0.16 -0.10 -0.04 0.74
C -1.3331 1.2273 3.0450 -0.12 0.03 -0.09 -0.80
C -0.9813 2.0059 4.3110 0.03 -0.03 0.08 -1.40
C -0.6624 -1.9272 2.3912 -0.02 -0.05 0.02 -0.14
C -0.9299 -2.4846 3.7903 0.02 0.00 0.04 -1.42
C 2.1804 0.1692 4.3864 -0.01 0.05 -0.09 0.37
C 1.2227 -0.1623 5.3388 -0.08 -0.12 0.03 0.35
C 1.5149 -0.1612 6.6950 0.00 -0.01 -0.02 -1.33
C 2.7830 0.1884 7.1259 0.02 0.02 -0.02 -0.46
C 3.7504 0.5376 6.1907 -0.02 -0.02 0.05 -0.77
C 3.4533 0.5295 4.8408 -0.03 0.03 -0.04 -0.70
H 5.0951 2.1359 -1.3491 0.00 0.00 -0.02 0.39
H 5.0802 0.3975 -1.0995 -0.01 -0.03 0.01 0.27
H 4.8719 1.4883 0.2677 -0.01 0.00 0.02 0.30
H 2.8694 1.1428 -2.0572 -0.01 -0.01 0.00 0.38
H 2.6982 2.3236 -0.7686 0.01 -0.01 0.01 0.17
H 2.0882 -1.8761 -1.5960 -0.01 0.02 0.00 0.42
H 1.6810 -2.4550 0.0064 0.00 0.02 0.00 0.27
H 4.5230 -1.8948 -1.0309 0.02 0.03 0.00 0.29
H 3.8410 -3.4595 -0.6239 -0.01 -0.01 -0.02 0.38
H 4.1651 -2.2931 0.6487 0.00 0.00 0.02 0.30
H 3.8109 0.1275 2.2113 0.05 0.04 0.06 0.41
H -2.2540 0.6512 3.1764 0.00 0.03 0.05 0.67
H -1.5474 1.9274 2.2350 -0.01 -0.02 -0.02 0.55
H -1.0217 1.3829 5.2043 0.00 0.04 -0.06 0.41
H -1.6851 2.8262 4.4565 -0.01 0.01 -0.01 0.42
H 0.0233 2.4326 4.2710 0.01 0.00 0.00 0.32
H 0.0649 -2.5531 1.8700 0.02 0.03 -0.01 0.14
H -1.5806 -1.9572 1.8055 -0.01 0.02 0.00 0.32
H -0.0107 -2.6140 4.3589 0.04 0.01 0.02 0.35
H -1.4102 -3.4611 3.7237 0.00 -0.01 -0.02 0.43
H -1.5966 -1.8413 4.3692 -0.01 0.02 -0.01 0.33
H 0.2224 -0.4452 5.0277 0.08 0.01 -0.01 0.48
H 0.7506 -0.4336 7.4103 -0.01 0.00 0.01 0.43
H 3.0184 0.1953 8.1811 0.00 0.00 0.02 0.41
H 4.7420 0.8197 6.5181 0.01 0.01 0.01 0.41
H 4.2224 0.8204 4.1392 0.01 0.01 -0.06 0.39
C -1.5478 0.2621 -3.1991 0.03 0.03 -0.04 -1.12
Ge -2.7626 0.6346 -1.7110 -0.01 0.04 0.09 0.59
C -4.3868 -0.4390 -1.8561 0.00 0.00 -0.07 -1.28
C -3.2668 2.5281 -1.6755 -0.01 -0.03 0.00 -1.21
C -1.9177 0.0290 -0.0278 0.05 -0.23 0.03 -1.27
H -1.9181 0.7188 -4.1169 0.00 -0.01 -0.02 0.36
H -1.4658 -0.8118 -3.3642 0.02 -0.02 0.00 0.38
H -0.5416 0.6494 -3.0177 0.02 0.01 -0.01 0.28
H -4.8908 -0.2375 -2.8016 -0.01 0.00 -0.01 0.39
H -5.0688 -0.1889 -1.0441 -0.01 0.00 0.01 0.37
H -4.1610 -1.5029 -1.8045 0.01 -0.02 0.00 0.38
H -4.2872 2.6159 -2.0481 -0.02 0.03 0.00 0.47
H -2.6310 3.1375 -2.3143 0.06 0.03 -0.02 0.34
H -3.2421 2.9401 -0.6679 0.02 0.00 0.06 0.36
H -1.8327 -1.0617 -0.0999 -0.04 0.03 0.00 0.47
H -2.5679 0.2587 0.8177 0.02 0.01 0.02 0.49
N 0.8945 6.7912 -0.2424 0.02 0.04 0.00 -0.45
C 0.6678 5.4670 -0.1637 0.01 0.01 0.01 0.91
C 0.3264 4.7109 -1.2975 0.00 -0.04 0.01 -0.81
C 0.0908 3.3688 -1.1591 -0.04 0.02 -0.03 -0.68
N 0.1635 2.7108 0.0101 -0.02 0.00 -0.04 0.64
C 0.5186 3.4298 1.0889 0.06 -0.04 0.05 -0.42
C 0.7694 4.7761 1.0565 0.00 -0.06 -0.03 -1.09
H 0.8515 7.2747 -1.1205 -0.01 0.00 -0.02 0.20
H 1.1656 7.3197 0.5664 0.00 0.00 0.02 0.20
H 0.2473 5.1736 -2.2714 0.00 0.01 -0.01 0.39
H -0.1630 2.7732 -2.0264 -0.06 -0.01 -0.05 0.64
H 0.6213 2.8819 2.0173 -0.02 0.01 0.01 0.27
H 1.0510 5.2903 1.9647 0.00 0.02 0.01 0.42
```
Forces are in eV/Å.

Values from the calculation:
- spin multiplicity = 3
- LUMO (alpha / beta) (eV) = -3.185 / -4.365
- ⟨S²⟩ = 2.031
- orbital gap (alpha / beta) (eV) = 7.251 / 6.599
- total charge = +1
- ΔE to the lowest compared entry with this formula, charge and spin (kcal/mol) = 14.2

---

C10H15PS | the ωB97M-V functional and the def2-TZVPD basis

Geometry as XYZ:
```
27
Properties=species:S:1:pos:R:3:forces:R:3:mulliken_charge:R:1
C 2.2876 -0.7748 -3.4820 -0.02 -0.06 0.07 -0.46
C 1.6096 0.1357 -4.2771 0.02 0.16 -0.22 -0.39
C 1.5920 -1.5087 -2.5290 0.16 -0.14 0.12 -0.45
C 0.2505 0.3249 -4.1201 0.27 0.19 -0.16 -0.34
C 0.2371 -1.3288 -2.3629 0.03 -0.23 0.02 -0.49
C -0.4490 -0.3990 -3.1525 -0.74 0.08 0.12 0.02
C -0.4922 -0.1338 2.7804 -0.11 -0.01 -0.17 -1.68
C 0.2765 0.5362 0.4940 -0.19 -0.07 0.01 -1.53
C -1.8942 1.4159 1.3806 0.13 -0.18 -0.06 -1.60
C -0.9421 0.2182 1.3582 -0.21 -0.17 0.01 1.26
P -1.8131 -1.2919 0.6627 0.31 0.18 -0.04 0.04
S -2.1411 -0.1344 -2.9178 0.24 -0.08 -0.03 -0.14
H 3.3525 -0.9172 -3.6012 0.04 0.00 -0.02 0.39
H 2.1453 0.7047 -5.0232 0.04 0.03 -0.05 0.36
H 2.1184 -2.2221 -1.9109 0.03 -0.05 0.04 0.41
H -0.2811 1.0332 -4.7383 -0.05 0.05 0.01 0.42
H -0.3170 -1.8916 -1.6247 0.02 -0.01 -0.01 0.60
H 0.0352 0.7127 3.2174 0.10 0.13 0.10 0.39
H -1.3434 -0.3724 3.4172 -0.04 -0.01 0.06 0.44
H 0.1798 -0.9903 2.7698 0.08 -0.06 0.07 0.42
H 0.8438 1.3577 0.9297 0.08 0.09 0.07 0.44
H -0.0319 0.8289 -0.5084 0.04 0.03 -0.09 0.28
H 0.9321 -0.3290 0.4089 0.11 -0.04 -0.02 0.37
H -1.3709 2.2895 1.7656 0.06 0.18 0.05 0.37
H -2.2451 1.6433 0.3739 -0.07 0.06 -0.02 0.38
H -2.7575 1.2261 2.0177 -0.04 0.00 0.01 0.46
H -2.9956 -1.0565 1.3847 -0.29 -0.05 0.14 0.00
```
Forces are in eV/Å.

Values from the calculation:
- LUMO (alpha / beta) (eV) = -0.686 / -2.053
- orbital gap (alpha / beta) (eV) = 8.034 / 5.844
- ΔE to the lowest compared entry with this formula, charge and spin (kcal/mol) = 26.8

---

C36H38FN2O3P3TeV | the ωB97M-V functional and the def2-TZVPD basis

Geometry as XYZ:
```
85
Properties=species:S:1:pos:R:3:forces:R:3:mulliken_charge:R:1
V -3.3887 -0.1594 -0.8848 -0.60 0.49 0.80 -0.04
C -0.3581 -0.6915 -1.5643 -0.68 0.17 1.41 1.98
C 0.8617 0.2187 -1.9437 -0.97 -0.66 0.23 -0.60
P 1.9453 -0.3045 -0.5435 0.94 1.24 -1.80 2.32
C 2.3231 1.1935 0.3246 1.30 1.25 2.34 0.56
C 3.6971 1.3779 0.7916 -0.54 -1.74 -2.02 -1.29
C 4.1673 2.3387 1.6067 -2.00 1.61 1.00 -0.72
C 3.1301 3.1836 2.2113 2.30 -0.95 -1.80 -0.78
C 1.8422 3.1484 1.7358 0.34 -1.25 0.33 -0.96
C 1.4181 2.1261 0.8685 0.13 0.15 -0.51 0.38
C 3.4086 -0.9683 -1.3795 0.77 0.02 0.77 0.47
C 3.9850 -0.0664 -2.2964 0.79 -0.63 0.51 -0.48
C 5.3360 -0.2760 -2.6553 -0.33 0.36 -0.24 -0.68
C 5.9703 -1.5030 -2.3590 -0.64 1.56 -0.01 -0.48
C 5.3034 -2.4300 -1.5783 -0.22 0.62 -0.08 -0.81
C 4.1041 -2.1235 -0.9579 -0.89 0.34 -0.66 -0.47
P 0.1665 -1.6561 0.0573 -2.60 -0.29 -4.00 0.73
C 0.7571 -3.2837 -0.6428 1.05 0.83 0.49 0.60
C 1.2217 -3.5088 -1.9981 -1.54 0.98 1.40 -0.46
C 1.4669 -4.8278 -2.3664 0.21 1.11 0.88 -0.85
C 1.5297 -5.8428 -1.3962 -0.30 0.47 -0.62 -0.58
C 1.1848 -5.5683 -0.0861 0.53 0.40 0.35 -0.85
C 0.8932 -4.2654 0.3332 -0.66 -0.07 0.44 -0.42
C -0.8889 -1.8007 1.5271 -0.33 0.38 0.09 1.60
C -2.0197 -2.6290 1.7017 -0.45 0.89 -1.72 -0.34
C -2.1902 -3.2847 2.8739 -1.15 -1.17 0.76 -0.70
C -1.3731 -3.0706 3.9863 0.45 1.41 -0.64 -0.89
C -0.5101 -1.9476 3.9425 -0.85 -1.38 0.30 -0.66
C -0.3427 -1.3299 2.7193 1.71 0.78 -0.36 -0.77
H -0.6566 -1.3583 -2.3676 0.09 -0.33 0.24 0.72
H -1.2905 -0.0871 -1.3239 1.46 -0.47 -0.15 -2.56
H 0.4861 1.2636 -1.8087 0.75 -0.69 -0.48 -0.17
H 1.2305 -0.0375 -2.9939 -0.28 0.61 1.61 0.64
H 4.4523 0.7055 0.3737 -0.38 0.06 -0.03 0.22
H 5.2566 2.4452 1.6733 -0.66 0.14 0.70 0.45
H 3.4462 3.8971 2.9304 -0.06 0.64 0.53 0.49
H 1.1361 3.8070 2.1788 -0.64 0.42 0.11 0.41
H -0.9428 1.6043 2.3218 0.51 -0.42 1.64 0.35
H 3.3577 0.7714 -2.6101 0.76 0.06 -0.04 0.39
H 5.9006 0.5459 -3.1383 -0.52 -0.80 -0.01 0.39
H 6.9907 -1.6450 -2.6951 -0.15 -0.23 -0.02 0.44
H 5.7285 -3.3784 -1.4439 0.64 -1.14 0.46 0.50
H 3.6474 -2.8399 -0.2742 0.12 0.26 -0.07 0.45
H 1.3124 -2.6165 -2.6755 -0.31 -1.35 0.41 0.22
H 1.6043 -4.9936 -3.4053 0.57 -0.49 -0.66 0.51
H 1.8993 -6.8107 -1.7133 -0.42 -0.13 0.18 0.45
H 1.1769 -6.3367 0.6545 0.26 -0.50 0.30 0.47
H 0.7512 -3.9966 1.4293 -0.09 -0.67 -1.54 0.33
H -3.7157 -3.4036 0.7730 0.35 -0.10 0.05 0.56
H -3.0097 -4.0106 2.9713 0.28 0.38 -0.04 0.45
H -1.5557 -3.7104 4.8254 0.31 0.04 0.54 0.50
H 0.1085 -1.6133 4.7699 -0.40 -0.09 0.08 0.49
H 0.2875 -0.4200 2.6813 0.11 -1.17 -0.09 0.14
C -3.4900 5.1606 1.9896 -0.46 -0.61 1.22 -1.12
C -2.1765 4.5406 2.5249 -0.26 1.59 -1.50 -0.40
O -1.5405 3.5948 1.5902 0.38 -0.94 -1.43 -0.29
P -0.9750 3.2540 0.1348 -1.56 -0.46 0.95 0.07
O 0.0290 2.0515 0.5431 0.72 -0.04 -0.42 0.53
Te -2.5113 2.3690 -1.6317 0.49 0.89 1.11 -0.12
O -0.1214 4.4058 -0.4382 -0.07 0.98 0.10 -0.24
C -0.7387 5.5544 -1.2543 -0.70 -1.16 -0.01 -0.13
C -0.6168 5.1018 -2.6964 -0.48 -0.22 -0.32 -0.93
H -4.0351 5.7205 2.7904 0.73 -0.50 -0.34 0.39
H -4.2085 4.4025 1.6573 0.30 -0.03 0.01 0.32
H -3.3625 5.8803 1.1973 0.45 0.10 -0.37 0.28
H -2.1942 4.0219 3.4475 -0.71 -0.87 0.67 0.45
H -1.4401 5.3103 2.7000 0.25 0.43 -0.23 0.34
H -0.1736 6.4417 -0.9814 0.05 -0.23 0.07 0.39
H -1.8179 5.6451 -0.9553 1.06 0.05 -0.06 0.17
H 0.2397 4.4238 -2.8056 -0.07 0.43 -0.07 0.24
H -0.5382 5.9370 -3.3872 0.20 0.14 0.06 0.43
H -1.5134 4.5312 -2.9990 0.54 0.40 0.15 0.14
F -0.6387 1.2774 3.1786 -0.69 0.96 -1.38 -0.45
N -6.8800 0.4384 0.0710 2.74 -3.45 -0.85 -0.56
C -6.1208 -0.4645 -0.1300 -3.31 3.75 1.24 0.10
C -5.0799 -1.3899 -0.3169 2.14 -0.13 -0.96 0.15
C -4.6079 -1.6035 -1.6815 0.46 0.04 -0.30 -0.42
C -3.1893 -1.9964 -1.7884 -2.67 0.34 -0.34 -1.67
C -2.4912 -2.5940 -0.7111 2.07 -0.29 0.62 -0.31
N -3.0845 -2.5978 0.6429 0.37 -1.41 -0.46 0.41
C -3.9739 -1.3688 0.6699 -0.15 0.46 1.13 -0.49
H -5.2625 -1.3203 -2.5333 0.67 -0.58 0.59 0.50
H -2.7196 -2.0359 -2.7503 -0.06 -0.39 -0.42 0.54
H -1.7788 -3.3813 -0.9424 -0.39 -0.22 0.41 1.36
H -4.2305 -1.1410 1.7052 -0.06 0.02 -0.23 0.65
```
Forces are in eV/Å.

Values from the calculation:
- spin multiplicity = 2
- LUMO (alpha / beta) (eV) = -6.495 / -6.403
- ⟨S²⟩ = 0.992
- orbital gap (alpha / beta) (eV) = 4.506 / 4.567
- total charge = +2